166
Properties=species:S:1:pos:R:3:forces:R:3:lowdin_charge:R:1 method="wB97M-V/def2-TZVPD" e_lumo_ev=-3.730 total_charge=+1 e_homo_ha=-0.4059 e_tot_ha=-8346.3131 largest_force_ev_per_a=3.918 homo_lumo_gap_ev=7.31
S -4.78168 5.13690 2.07705 -0.390 -0.148 0.884 0.652
S -2.50324 4.74191 -1.42029 0.216 1.052 1.055 0.622
S -1.62767 -5.66857 5.58827 -0.509 -0.147 -0.115 0.617
S -5.72298 -8.85084 -0.77158 0.147 -0.419 -0.453 0.613
S -5.61428 4.53987 -8.30597 0.006 0.015 0.301 0.628
S 4.27476 -1.64014 5.09223 -0.368 -0.077 0.229 0.630
S 5.19455 2.87549 1.17407 0.858 0.614 0.714 0.629
S 5.51365 7.97212 -0.78530 0.261 -0.237 -0.534 0.625
S 9.20561 -3.42196 2.33135 -0.361 -0.416 0.244 0.635
O 6.06130 4.20105 0.88775 -0.210 -0.846 0.055 -0.188
O 3.14567 -0.90803 4.19247 0.317 0.088 0.509 -0.205
O 4.80355 -2.73103 4.34695 0.081 0.269 0.256 -0.219
O -5.50160 5.63393 0.95851 0.419 -0.289 0.033 -0.194
O 5.09572 -0.64091 5.67945 -0.034 -0.258 -0.375 -0.208
O 4.52370 8.95988 -1.03426 0.297 -0.110 0.312 -0.212
O -3.83674 4.96309 -1.86197 0.291 -0.487 -0.111 -0.217
O -2.48417 4.79197 0.19738 1.219 0.384 -3.602 -0.281
O -5.72974 4.10280 2.87758 0.023 0.591 -0.437 -0.183
O 3.84609 3.11371 0.76848 0.353 -0.418 -0.052 -0.238
O -1.61055 -5.35752 6.97599 0.302 0.033 -0.358 -0.219
O -6.09343 5.61317 -9.10247 0.003 -0.410 0.069 -0.211
O -3.48379 4.56149 1.95540 -1.949 -0.025 2.563 -0.242
O 4.93882 6.53305 -1.24351 0.436 0.378 0.336 -0.201
O 10.13295 -2.96203 3.30375 -0.189 0.159 -0.374 -0.210
O -4.71845 6.28805 3.20829 0.248 -0.596 -0.311 -0.185
O 7.73186 -3.42082 2.99066 0.729 -0.072 0.062 -0.191
O 2.26303 0.97540 -2.72385 -1.105 -0.482 0.102 -0.168
O -4.54513 -8.76238 -1.87361 -0.680 0.094 0.130 -0.197
O -2.23478 -4.39778 4.79587 0.031 -0.330 0.542 -0.199
O 5.08214 -1.15954 -2.19393 0.024 0.804 0.350 -0.165
O 5.93764 1.74908 0.72571 -0.539 0.200 -0.251 -0.211
O -6.47694 4.49283 -6.93925 0.354 0.432 -0.442 -0.184
O -1.64602 6.08473 -1.68143 -0.004 -0.909 -0.245 -0.180
O -4.20061 4.97083 -7.64845 -0.428 -0.462 -0.059 -0.190
O 3.28899 -2.23572 6.22510 0.270 0.039 -0.732 -0.179
O -5.48500 3.21254 -8.80130 0.033 0.398 -0.086 -0.221
O 9.11378 -2.85286 1.02767 0.514 -0.135 0.519 -0.241
O -6.32494 -10.28020 -1.21904 0.510 0.425 0.335 -0.183
O -5.12517 -9.00430 0.51197 -0.429 0.142 -0.140 -0.235
O 5.25273 2.92113 2.78417 -0.535 0.167 -0.757 -0.186
O -6.68186 -7.84161 -1.05721 0.344 -0.035 0.328 -0.217
O 6.66557 8.10780 -1.90698 -0.745 0.029 0.181 -0.181
O 6.13900 7.81386 0.48452 -0.392 0.065 -0.078 -0.227
O -5.21586 0.92643 -3.27980 1.097 0.807 1.176 -0.209
O -0.47818 -6.13221 4.89178 -0.149 0.073 0.352 -0.221
O 9.36691 -5.02083 2.17325 -0.267 0.600 -0.233 -0.184
O -1.74986 3.60817 -1.85048 -0.071 -0.041 -0.282 -0.250
O 0.37989 1.85793 3.61872 0.452 -0.365 -0.742 -0.093
O -2.84371 -6.69470 5.30772 0.611 0.382 -0.308 -0.183
N -1.84686 -0.47468 0.12461 -0.926 -0.423 -1.680 0.145
N -0.76460 0.23572 0.30303 2.161 1.351 0.284 0.069
C -4.35498 -10.05197 -2.46121 0.274 -0.539 0.189 -0.168
C -5.46138 1.43057 -1.95750 -0.164 0.807 1.287 -0.113
C 6.32529 -0.87617 -1.50393 1.222 -0.127 0.463 -0.240
C -3.39261 -4.80001 4.05792 -0.139 -0.249 -0.579 -0.175
C 1.97720 -1.69025 6.06107 -0.322 0.461 0.192 -0.155
C -4.31332 -4.42717 -0.07108 1.962 -1.706 -0.214 -0.024
C -4.29379 -5.64910 0.75766 1.145 0.667 -1.089 -0.090
C -4.39378 5.31771 -6.27602 -0.167 0.472 0.298 -0.170
C -1.48420 5.72370 0.62281 0.641 0.033 -0.094 -0.156
C -3.26677 -0.23438 -4.18621 0.904 -0.073 -0.649 -0.128
C -1.46248 6.79022 -0.45373 -0.243 0.444 0.473 -0.148
C -5.65699 5.99445 4.24814 -0.628 0.080 0.185 -0.160
C 5.51915 6.15921 -2.49586 -0.067 0.051 -0.599 -0.166
C -2.05478 -6.37289 -0.20821 -2.397 1.704 0.196 -0.052
C 8.29853 -5.68187 2.85688 -0.158 -0.170 0.535 -0.165
C 2.74032 -0.37099 -2.62614 1.944 -0.665 0.756 -0.148
C 7.17602 -2.17708 -1.23579 -0.073 0.021 -0.163 -0.067
C 4.05399 -0.29540 -1.72638 -0.624 -0.185 0.826 -0.196
C 6.87780 6.83301 -2.51933 0.305 -0.533 0.171 -0.163
C -3.20098 -4.19742 -0.98768 0.602 -1.654 0.727 -0.189
C -0.09408 0.52692 -2.01212 -2.639 -1.751 2.308 0.008
C -5.73110 -10.68946 -2.45350 -0.073 0.050 -0.614 -0.165
C 1.85725 -1.39074 4.57983 -0.372 -0.566 -0.142 -0.179
C -3.82327 1.15631 -3.69770 -0.955 -0.384 -0.552 -0.170
C -3.97792 -5.96194 4.83710 -0.413 0.374 0.293 -0.163
C 1.36408 1.57918 -0.00229 -0.814 1.121 -0.573 -0.089
C -2.09158 -5.18316 -1.04610 -1.230 -0.277 1.177 -0.036
C -1.75701 -0.58260 -3.76094 -0.437 -0.225 0.501 -0.104
C 6.28620 4.90494 2.11562 -0.262 0.535 0.510 -0.164
C -3.51415 -1.59675 -1.31821 0.745 0.039 0.351 -0.101
C -1.35855 -0.24863 -2.26338 1.642 1.047 -0.447 0.000
C -3.19674 -6.59893 0.69205 0.426 1.407 -1.103 -0.098
C 0.14499 0.77082 -0.55247 -0.139 -0.516 -2.392 -0.055
C 1.37881 1.57130 2.59392 -1.413 0.314 -0.528 -0.220
C 0.89244 1.04118 -3.10213 -0.335 0.106 -0.801 -0.149
C -2.20947 -0.73657 -1.13907 0.520 0.769 -0.271 -0.140
C 1.03497 2.44831 1.29136 1.600 -1.071 0.689 -0.140
C 6.27613 3.83766 3.19139 0.771 0.027 0.017 -0.151
C 7.13664 -4.70701 2.81359 -0.291 -0.330 -0.421 -0.176
C -3.07604 -2.98257 -1.96758 -0.453 -0.110 0.720 -0.139
C -5.77880 4.48243 4.25618 0.396 -0.035 0.490 -0.165
C -5.58564 4.49604 -5.82390 0.303 -0.395 0.289 -0.171
H 8.06255 -6.62717 2.37062 0.187 0.123 -0.149 0.136
H 7.22412 3.29487 3.22182 -0.033 0.037 0.034 0.140
H -3.27151 -0.20101 -5.31633 0.097 -0.228 1.203 0.126
H 5.59451 5.07541 -2.57253 -0.075 0.054 0.254 0.136
H 1.91061 -0.77606 6.65624 -0.036 -0.020 -0.040 0.138
H -1.24951 -4.99732 -1.75953 -0.872 -0.136 0.730 0.102
H 7.23063 5.44437 2.07784 -0.053 -0.112 -0.249 0.142
H 6.96264 -0.18421 -2.12309 -0.848 -0.424 0.426 0.125
H -6.56053 1.53700 -1.72184 1.062 -0.310 -0.806 0.103
H -5.05291 0.76721 -1.13387 -0.211 0.449 -0.956 0.077
H 1.64847 2.30044 -0.82273 -0.310 -0.941 0.793 0.131
H -3.65644 -10.61067 -1.83252 -0.026 -0.038 -0.068 0.135
H -5.01403 2.46280 -1.76782 -0.454 -1.170 -0.541 0.087
H -3.49734 5.09805 -5.69756 0.034 -0.080 -0.224 0.131
H 7.60278 6.28304 -1.91337 -0.025 -0.039 -0.072 0.135
H -1.72875 6.12805 1.60209 -0.212 -0.187 -0.081 0.136
H -0.55025 0.42454 1.29111 -0.314 -0.286 -0.546 0.151
H -5.16709 -3.71531 -0.00491 0.778 -0.703 -0.058 0.107
H -3.94419 -9.96052 -3.46496 -0.064 0.262 0.082 0.137
H 6.14021 -0.35463 -0.52385 -0.092 -0.540 -0.972 0.093
H -5.29809 3.46099 -5.61851 0.008 0.045 0.068 0.116
H -3.90609 1.86644 -4.57394 0.357 -0.744 0.894 0.119
H -0.47204 1.70886 3.16570 0.401 0.307 0.642 0.075
H -6.34838 -10.30948 -3.27130 0.047 -0.032 0.001 0.135
H -1.61699 -1.70073 -3.86503 -0.168 1.195 -0.019 0.120
H -0.01321 2.84159 1.34481 0.786 -0.498 -0.221 0.113
H -3.71955 -3.15238 -2.86935 0.761 -0.015 0.627 0.126
H -4.92903 4.01953 4.76503 -0.053 0.041 0.047 0.133
H -6.60817 6.46705 3.99206 0.025 -0.028 0.039 0.137
H 6.55055 -3.08094 -1.45788 0.520 0.752 0.272 0.080
H 4.87637 6.53583 -3.29549 0.050 -0.023 -0.002 0.134
H 0.60597 2.10912 -3.34229 0.529 -0.967 0.484 0.156
H 3.77555 -0.65935 -0.68618 0.193 0.468 -0.839 0.127
H 0.80084 0.49178 -4.08633 -0.338 0.318 1.186 0.133
H -3.98328 -1.77726 -0.30752 0.808 0.323 -0.958 0.114
H 2.04356 -1.07465 -2.09652 0.155 0.798 -0.579 0.128
H -1.07749 -0.11706 -4.51445 -0.402 -0.218 1.017 0.104
H -3.07004 -5.11329 3.06288 -0.059 0.020 0.034 0.103
H -1.22166 -7.10909 -0.23084 -0.736 0.794 -0.098 0.105
H -4.29428 -1.05686 -1.91703 0.996 -0.458 0.386 0.092
H -3.19336 -7.52162 1.31551 -0.173 0.963 -0.531 0.101
H 5.46878 5.61590 2.25443 0.086 0.025 -0.022 0.132
H 3.02748 -0.83338 -3.60936 -0.426 0.652 0.613 0.141
H 1.26212 0.47190 2.34450 0.663 0.940 0.168 0.102
H -5.14552 -5.81896 1.46610 0.906 0.044 -0.854 0.110
H 1.22375 -2.39886 6.40194 0.239 -0.132 0.009 0.139
H 6.40065 -4.90027 3.59181 0.119 0.284 0.063 0.128
H -2.29344 7.48987 -0.33474 0.039 -0.021 0.025 0.141
H -3.20170 1.66947 -2.91226 -0.655 -0.672 -0.519 0.103
H -1.98724 -2.90301 -2.24947 -1.261 -0.307 0.040 0.096
H -0.52415 7.34261 -0.46900 -0.014 -0.140 -0.228 0.142
H 7.26650 6.95134 -3.52893 -0.063 0.265 0.093 0.139
H -4.60737 6.38808 -6.22095 0.006 -0.038 0.055 0.136
H -6.07106 4.91743 -4.94548 -0.161 0.020 -0.191 0.140
H -3.91468 -1.10859 -3.91706 0.329 1.217 -0.082 0.098
H 1.76052 3.30686 1.33610 -1.074 -0.769 -0.365 0.098
H 1.65209 -2.30059 4.00811 -0.051 -0.007 0.071 0.136
H -6.70457 4.14204 4.71600 -0.026 -0.050 -0.279 0.139
H 2.26780 0.91338 0.11902 -1.053 0.621 0.066 0.126
H 1.08907 -0.64831 4.36748 0.240 0.168 0.032 0.113
H 8.08619 -2.22025 -1.89926 -0.998 0.044 0.597 0.082
H 8.61767 -5.87227 3.88455 -0.049 -0.009 -0.027 0.135
H -5.30425 6.38536 5.20111 0.190 0.040 -0.182 0.139
H -5.68320 -11.77567 -2.51142 -0.092 0.066 0.244 0.138
H -4.61799 -6.59422 4.22388 0.238 -0.163 0.046 0.134
H 6.06100 4.24304 4.17795 -0.245 -0.164 -0.079 0.142
H -4.54002 -5.61262 5.70739 -0.034 -0.002 -0.067 0.135
H 6.64453 -4.72088 1.83707 -0.010 -0.065 0.039 0.133
H 4.39737 0.77338 -1.57992 -0.352 -0.980 -0.586 0.129
H 7.55897 -2.22763 -0.17650 -0.686 0.133 -1.322 0.043
H -4.09229 -3.97005 3.96652 0.180 0.074 0.153 0.137
H 2.40699 1.79611 2.98917 -1.166 -0.351 -0.325 0.133
H -0.52854 5.19437 0.67704 0.023 0.100 0.026 0.124